Formula: BrClFHN3O
Source: the Open Molecules 2025 dataset
Level of theory: wB97M-V/def2-TZVPD

The geometry in XYZ format:
```
8
BrClFHN3O (wB97M-V/def2-TZVPD)
N 0.810 3.707 -1.031
N 1.277 3.623 -0.024
N 2.784 2.421 -2.240
O 0.205 3.940 -1.977
F -1.198 -0.770 1.362
Cl 0.233 0.006 -0.928
Br 2.064 1.002 -2.813
H -0.730 -0.508 0.653
```

Properties
strongest force on any atom = 4.49 eV Å⁻¹
HOMO (alpha / beta) = -4.6559 / -4.4929 eV
ΔE to the lowest compared entry with this formula, charge and spin = 379.38 kJ/mol
total charge = -1
HOMO-LUMO gap (alpha / beta) = 7.327 / 7.307 eV

Results of the Löwdin charge analysis, in e, for atoms 1 through 5: atom 1 (N): -0.387, atom 2 (N): 0.218, atom 3 (N): -0.624, atom 4 (O): 0.057, atom 5 (F): -0.162